Entry 1:
{
  "formula": "C11H13N4O5Sc",
  "method": "ωB97M-V with the def2-TZVPD basis set",
  "e_homo_ev": -15.4,
  "molar_mass_g_mol": 326.2,
  "lumo_ev": -10.1,
  "total_energy_ha": -1782.21433,
  "homo_lumo_gap_ha": 0.196,
  "charge": 2,
  "species": ["Sc", "O", "O", "O", "O", "O", "N", "N", "N", "N", "C", "C", "C", "C", "C", "C", "C", "C", "C", "C", "C", "H", "H", "H", "H", "H", "H", "H", "H", "H", "H", "H", "H", "H"],
  "xyz": [[-0.204336, 0.026173, -0.113817], [-2.189614, -1.498514, -2.442030], [2.052010, 0.775044, -2.727436], [1.763081, -2.640539, 0.744234], [-3.732148, 1.661324, -3.166466], [1.672542, 2.330215, 1.521080], [-1.307366, -0.389711, 1.897286], [-2.975737, -1.879786, 2.993882], [-1.286024, -0.738327, 4.367625], [-3.114933, 0.539311, 3.350533], [-3.864379, -0.719507, 3.188127], [-0.469173, -0.520079, 3.144747], [1.155693, -1.728833, 0.363789], [1.269703, 0.518363, -1.910093], [-2.131377, -1.642071, 1.792443], [-1.500057, -0.976044, -1.679667], [-2.858508, 1.519842, -2.432904], [-2.105818, -1.957195, 4.188367], [-2.278696, 0.759646, 2.145847], [-2.238799, 0.375973, 4.526503], [1.052267, 1.536886, 0.947903], [-2.785247, -1.566274, 0.908944], [-1.659502, 1.304235, 4.659414], [-1.416376, -2.808923, 4.050194], [-2.740064, -2.084577, 5.076815], [-1.440971, -2.495460, 1.669905], [-1.690826, 1.687960, 2.259609], [-2.930043, 0.857978, 1.257269], [-4.516881, -0.630190, 2.307618], [-0.796517, 1.561857, -0.675421], [-4.446800, -0.890169, 4.105992], [0.123282, 0.399430, 3.262948], [0.202612, -1.381796, 3.011264], [-2.869778, 0.163709, 5.401157]],
  "forces_ev_per_angstrom": [[-2.14, 0.35, 1.46], [3.02, 2.18, 3.26], [-3.83, -1.12, 3.82], [-2.97, 4.36, -1.85], [2.73, -0.33, 2.29], [-2.88, -3.52, -2.64], [0.11, 0.33, -0.28], [0.93, 0.77, -0.58], [-0.16, 0.06, -1.37], [0.99, -0.45, -0.88], [-0.25, 0.06, -0.38], [-0.33, -0.25, 1.15], [4.28, -5.63, 2.15], [4.20, 1.25, -4.17], [-0.68, -0.67, 0.83], [-3.94, -3.02, -4.41], [-2.98, 0.44, -2.45], [0.70, -0.46, -0.41], [-0.69, 0.22, 0.62], [0.49, 0.61, -0.09], [3.63, 4.52, 3.16], [0.07, -0.01, 0.24], [-0.33, -0.25, 0.19], [-0.39, 0.18, 0.31], [0.31, -0.14, -0.30], [-0.26, 0.19, 0.07], [-0.25, -0.34, 0.05], [0.18, -0.04, 0.37], [-0.03, -0.03, 0.37], [0.51, 0.42, -0.04], [0.02, 0.07, -0.48], [-0.19, -0.24, 0.07], [-0.14, 0.21, 0.14], [0.29, 0.28, -0.22]]
}

Entry 2:
{
  "formula": "C11H13NO",
  "method": "ωB97M-V with the def2-TZVPD basis set",
  "e_homo_ev": -8.9,
  "molar_mass_g_mol": 175.2,
  "lumo_ev": 0.8,
  "total_energy_ha": -556.91462,
  "smiles": "c1ccc(C2=NCCCCO2)cc1",
  "homo_lumo_gap_ha": 0.354,
  "charge": 0,
  "species": ["O", "N", "C", "C", "C", "C", "C", "C", "C", "C", "C", "C", "C", "H", "H", "H", "H", "H", "H", "H", "H", "H", "H", "H", "H", "H"],
  "xyz": [[0.834820, 1.071857, -0.488701], [1.048617, -1.266995, -0.018504], [2.379807, -1.386427, -0.574780], [-1.718514, 1.173176, -0.080771], [2.936823, 0.722627, 0.784084], [3.465903, -0.632611, 0.252793], [-1.122828, -0.091108, 0.003850], [-3.143026, 1.183139, -0.026645], [2.158398, 1.537253, -0.173031], [-3.907120, 0.053305, 0.152040], [0.374661, -0.181160, -0.080772], [-3.283292, -1.219404, 0.210667], [-1.901232, -1.259086, 0.108243], [-3.856673, -2.146664, 0.275470], [4.354688, -0.479876, -0.316622], [3.807707, -1.226174, 1.097624], [2.733087, -2.430556, -0.591816], [3.745089, 1.238638, 1.252993], [-1.264858, 2.130903, -0.292812], [1.981432, 2.507916, 0.314257], [2.360290, -0.953127, -1.602995], [-1.433506, -2.222601, -0.024861], [-3.663775, 2.146753, -0.156384], [-5.011032, 0.141364, 0.170994], [2.297567, 0.476169, 1.652620], [2.493625, 1.713134, -1.193396]],
  "forces_ev_per_angstrom": [[-0.48, -1.48, 0.75], [-1.23, 0.46, 0.01], [1.06, 1.05, 0.30], [-2.42, -1.01, -0.04], [0.00, -2.34, 0.63], [-1.07, 0.42, 0.33], [0.67, 0.30, 0.38], [0.62, 1.06, -0.11], [-1.08, 1.22, -0.50], [-0.49, -1.06, -0.02], [0.79, 0.01, -1.15], [0.01, 1.08, -0.15], [-0.24, 0.07, -0.29], [0.14, 0.38, -0.01], [0.58, 0.14, -0.84], [-0.26, -0.18, 0.19], [-0.69, 0.26, -0.31], [0.65, 0.82, -0.07], [0.55, -0.40, 0.27], [0.12, -0.03, -0.33], [0.13, -0.46, 0.49], [0.36, 0.01, 0.38], [0.34, -0.52, 0.15], [0.82, -0.11, 0.06], [-0.10, 0.24, -0.43], [1.23, 0.05, 0.29]]
}

Entry 3:
{
  "formula": "C11H13NO2",
  "method": "ωB97M-V with the def2-TZVPD basis set",
  "e_homo_ev": [-7.5, -6.7],
  "molar_mass_g_mol": 191.2,
  "lumo_ev": [0.1, 0.3],
  "total_energy_ha": -632.03789,
  "homo_lumo_gap_ha": [0.280, 0.260],
  "charge": 0,
  "species": ["O", "O", "N", "C", "C", "C", "C", "C", "C", "C", "C", "C", "C", "C", "H", "H", "H", "H", "H", "H", "H", "H", "H", "H", "H", "H", "H"],
  "xyz": [[1.172430, 2.182397, -0.192775], [0.892718, 1.301454, 1.926732], [2.133177, 1.615173, -1.046491], [1.733592, -0.715906, -0.298002], [2.339312, 0.370284, -1.059792], [-1.421209, 1.183070, -0.956766], [2.426327, -1.189796, 0.936223], [-0.862755, 0.945841, 0.313320], [-2.675207, 0.704039, -1.265555], [0.685542, -1.567983, -0.925301], [-1.598864, 0.186321, 1.240642], [-2.851777, -0.285754, 0.915391], [-3.399121, -0.029709, -0.333185], [0.439101, 1.403359, 0.643211], [2.551269, -2.274565, 0.922754], [3.404429, -0.722500, 1.042098], [1.763491, 1.717186, 1.973212], [0.427220, -1.202620, -1.916499], [-4.381243, -0.406273, -0.581188], [3.125461, 0.123959, -1.769222], [-0.863591, 1.754932, -1.683744], [1.840872, -0.943009, 1.832328], [-0.226039, -1.568792, -0.317948], [-1.167684, -0.009548, 2.209168], [1.019445, -2.605583, -1.006700], [-3.410293, -0.860662, 1.639535], [-3.096609, 0.894686, -2.241446]],
  "forces_ev_per_angstrom": [[-0.62, 0.07, 0.56], [-0.29, 0.30, -0.24], [0.77, 0.79, -0.80], [-0.63, 0.59, 0.57], [-0.34, -0.47, 0.35], [0.17, 0.12, 0.06], [-0.12, 0.03, -0.10], [-0.20, 0.02, 0.07], [-0.02, -0.09, 0.04], [0.16, 0.08, -0.03], [0.18, 0.18, 0.02], [-0.11, -0.06, -0.03], [-0.14, -0.07, -0.04], [1.20, -1.37, -0.30], [0.06, -0.05, 0.02], [0.08, -0.02, 0.09], [-0.06, 0.01, -0.05], [-0.11, -0.04, -0.06], [-0.05, 0.00, -0.02], [0.12, 0.06, -0.18], [0.07, 0.05, -0.03], [0.01, 0.00, -0.01], [-0.08, -0.02, 0.02], [0.00, -0.03, 0.13], [0.00, -0.08, -0.04], [-0.04, -0.05, 0.06], [-0.02, 0.04, -0.08]]
}